Computed, not measured: an isolated molecule of C4H12NOPS at a distorted geometry, with wB97M-V/def2-TZVPD.

Structure (XYZ):
```
20
Properties=species:S:1:pos:R:3:forces:R:3
S 1.910 -0.199 -1.396 -0.90 0.13 1.25
P 0.086 0.497 -0.511 -3.77 -5.40 -2.43
O -1.571 -0.473 -1.500 4.68 2.66 2.94
N -0.030 2.050 -0.930 -2.93 2.25 -0.11
C 0.056 0.192 1.343 1.91 -0.19 -0.49
C -1.081 0.719 2.115 -4.03 0.24 -0.68
C 0.309 -1.316 1.667 -0.60 -0.04 -2.19
C 1.044 -0.958 -2.763 -3.14 0.85 0.28
H 0.929 0.821 1.625 0.00 -0.54 -0.01
H 0.824 -1.502 2.568 0.37 0.27 1.31
H -0.620 -1.914 1.638 0.22 0.60 0.14
H -1.291 1.824 1.998 0.02 -1.22 -0.37
H -1.103 2.196 -0.927 2.05 0.14 0.07
H 1.188 -0.277 -3.565 0.22 0.14 -1.10
H -0.949 0.625 3.157 0.75 -0.30 1.33
H 0.937 -1.786 0.902 0.01 0.20 -0.05
H 1.330 -1.951 -2.987 0.60 -0.89 -0.03
H -2.060 0.049 1.965 1.92 1.77 -0.18
H -0.167 -0.924 -2.528 2.38 -0.19 -0.17
H 0.261 2.329 -1.871 0.26 -0.47 0.49
```
Positions in Å, forces in eV/Å.

Values from the calculation:
LUMO energy: 0.38 eV
HOMO energy: -8.48 eV
SMILES: CS[P@@](N)(=O)C(C)C
Kohn-Sham gap: 0.3258 Ha
Energy above the lowest of the compared OMol25 structures with the same formula, charge and spin: 384.71 kJ/mol

Here are the natural (NBO) charges for atoms 1 to 2, given in e: S -0.041; P 1.565